9
Properties=species:S:1:pos:R:3:forces:R:3 method="wB97M-V/def2-TZVPD" molar_mass_g_mol=116.5 total_energy_ha=-812.875557 s_squared=2.00 homo_energy_ha="-0.15687 / -0.41563" total_charge=0 multiplicity=3 lumo_ev="0.9 / -4.5" homo_lumo_gap_ev="5.1 / 6.8" e_above_lowest_kj_mol=295.06
C 0.89036 0.77662 -0.37366 -1.0 -1.8 -4.3
C -0.86317 -0.83406 0.14340 -0.2 3.5 -2.1
O -0.36057 0.43141 -0.74813 -3.4 -4.7 1.7
F -1.77029 -1.52310 -0.52994 0.3 0.5 -0.1
F -1.39907 -0.37782 1.26520 -0.2 -0.2 0.0
Cl 0.93709 1.29812 1.35266 0.5 2.0 6.1
H 1.62818 -0.02060 -0.42233 0.8 -0.2 -0.5
H 0.91424 1.61800 -0.98594 2.0 2.0 -1.2
H 0.02324 -1.36857 0.29874 1.2 -1.1 0.4


9
Properties=species:S:1:pos:R:3:forces:R:3 method="wB97M-V/def2-TZVPD" molar_mass_g_mol=132.6 total_energy_ha=-1135.981056 homo_energy_ha="-0.33124 / -0.28226" total_charge=0 lumo_ev="0.0 / 0.3" homo_lumo_gap_ev="9.0 / 8.0" e_above_lowest_kj_mol=348.60
C 1.03504 1.35926 -0.21981 0.4 -0.1 -0.5
C -1.15014 -0.77288 -0.13496 0.4 0.2 0.0
F 2.16772 0.73787 0.14030 -0.6 0.2 -0.2
F 1.13167 1.81585 -1.48035 0.0 -0.3 0.6
S -1.32077 -1.27364 1.49860 -0.1 -0.1 0.1
Cl -0.38813 -1.77668 -1.28687 -0.1 0.0 -0.1
H 0.70309 2.11860 0.48435 0.0 0.0 0.1
H -1.88733 -0.08074 -0.50117 0.0 0.1 -0.1
H -0.29115 -2.12765 1.49989 0.1 0.0 0.0


8
Properties=species:S:1:pos:R:3:forces:R:3 method="wB97M-V/def2-TZVPD" molar_mass_g_mol=208.4 total_energy_ha=-935.725859 homo_energy_ha=-0.36326 total_charge=0 lumo_ev=0.0 homo_lumo_gap_ev=9.9 e_above_lowest_kj_mol=21.01
F 0.38016 1.91348 0.24611 -0.3 3.7 2.0
C 0.60846 0.81566 -0.33505 0.0 -3.8 -5.4
Cl 2.36449 0.38196 -0.32550 0.0 -0.1 0.7
C -0.27804 -0.27408 0.31771 -0.1 0.6 -0.3
I -2.40162 0.20378 -0.02436 1.1 -0.3 0.2
H 0.51772 0.96843 -1.55657 -0.5 -0.6 3.2
H -0.10404 -1.32049 0.15290 0.1 -0.3 -1.4
H -0.07264 -0.27588 1.36617 -0.2 0.8 1.0


10
Properties=species:S:1:pos:R:3:forces:R:3 method="wB97M-V/def2-TZVPD" molar_mass_g_mol=127.5 total_energy_ha=-843.117023 homo_energy_ha="-0.38423 / -0.38425" total_charge=0 lumo_ev="-2.9 / -2.9" homo_lumo_gap_ev="7.6 / 7.6" e_above_lowest_kj_mol=370.80
C 1.09015 -0.09946 0.40723 1.7 1.5 -0.7
C -0.03342 0.31927 -0.40703 0.6 -3.3 -3.2
N -1.34438 0.41439 0.24725 -0.2 0.3 -1.1
O -1.43394 -0.31746 1.18690 -0.5 -0.1 1.0
O -2.15967 1.14638 -0.24779 -0.2 0.3 0.1
F 0.19707 0.98525 -1.51250 -0.9 -0.1 1.6
Cl -0.56813 -1.95118 -1.45442 0.3 2.2 0.9
H 1.42997 -1.10886 0.34447 -0.5 -0.9 -0.2
H 1.96737 0.46442 0.02760 -0.4 0.0 0.4
H 0.85498 0.14724 1.40830 0.1 0.2 1.2


10
Properties=species:S:1:pos:R:3:forces:R:3 method="wB97M-V/def2-TZVPD" molar_mass_g_mol=127.5 total_energy_ha=-843.093252 homo_energy_ha="-0.37703 / -0.37685" total_charge=0 lumo_ev="-3.0 / -3.0" homo_lumo_gap_ev="7.3 / 7.3" e_above_lowest_kj_mol=433.21
C 0.96269 0.41998 -1.09678 0.6 -0.4 0.1
C -0.71588 -1.63797 2.09449 2.0 -1.2 -0.5
N 0.36492 -0.65324 -0.72057 0.9 -2.5 -1.0
O -0.28875 -0.74979 1.23172 0.2 1.6 -1.3
O 0.24816 -1.70409 -1.27105 -0.8 1.0 1.0
F 0.33794 -2.12034 2.91663 -0.5 -0.1 -0.8
Cl -1.59405 -3.14188 1.47890 0.4 0.7 0.0
H 1.44898 0.34455 -2.11222 -0.9 0.1 1.2
H 1.24710 1.18902 -0.41515 -0.5 0.3 0.4
H -1.32444 -1.14031 2.79201 -1.4 0.5 0.8


8
Properties=species:S:1:pos:R:3:forces:R:3 method="wB97M-V/def2-TZVPD" molar_mass_g_mol=90.5 total_energy_ha=-647.666780 homo_energy_ha=-0.43062 total_charge=0 lumo_ev=-0.4 homo_lumo_gap_ev=11.3 e_above_lowest_kj_mol=144.53
H -0.10280 -0.93764 2.08127 -0.3 0.7 -0.2
N 0.05205 -0.08003 1.51384 0.5 -1.1 -0.4
C 0.76243 -0.43420 0.50742 -0.2 1.8 1.2
C 1.20902 -1.75810 0.32201 0.9 -3.7 -0.2
N 1.53466 -2.87963 0.27819 -0.6 2.3 -0.1
H 1.19465 0.33165 -0.12599 -0.4 0.0 -0.4
Cl -1.38961 1.71806 -1.73143 0.8 -0.5 -2.8
H -1.72171 1.93121 -0.59402 -0.8 0.5 2.9


9
Properties=species:S:1:pos:R:3:forces:R:3 method="wB97M-V/def2-TZVPD" molar_mass_g_mol=106.5 total_energy_ha=-722.905822 homo_energy_ha=-0.39662 total_charge=0 lumo_ev=0.4 homo_lumo_gap_ev=11.2 e_above_lowest_kj_mol=125.52
H -2.33556 1.04177 -0.36554 -0.5 -0.8 0.5
N -1.36765 1.28657 -0.38137 1.7 -0.2 0.3
C -0.53571 1.01951 0.52704 -2.6 3.3 -0.6
Cl -0.84448 0.47223 2.16275 -0.3 -0.8 0.3
H 0.30676 1.67698 0.57888 1.3 -0.6 -0.4
N 0.64162 -1.05598 -0.37509 -0.5 -0.3 -0.9
C 1.53356 -1.61877 -0.91633 -0.5 0.9 -0.8
O 2.24464 -1.97430 -1.74131 1.9 -1.4 -0.9
H 0.35682 -0.84801 0.51096 -0.4 -0.1 2.5


9
Properties=species:S:1:pos:R:3:forces:R:3 method="wB97M-V/def2-TZVPD" molar_mass_g_mol=106.5 total_energy_ha=-722.791694 homo_energy_ha=-0.34062 total_charge=0 lumo_ev=0.0 homo_lumo_gap_ev=9.3 e_above_lowest_kj_mol=425.16
C -0.11867 2.14640 0.13187 -7.9 -3.9 -4.3
N -1.21208 1.36593 -0.36245 0.6 1.7 -0.4
N -1.79900 0.02018 -0.18288 0.7 -0.1 0.7
C -2.70048 -0.83835 -0.32889 5.0 5.3 1.2
O -3.33159 -1.78339 -0.15987 -1.6 -1.6 -0.5
H -0.32354 3.09494 -0.47382 1.3 -1.2 1.6
H 0.45158 1.73224 0.87563 2.0 -0.1 1.7
Cl 4.09316 -2.57541 -0.12557 -0.1 0.0 -0.1
H 4.94062 -3.16255 0.62598 0.1 0.0 0.1